1.
A molecular structure, C20H49N2O23S7. Source: OMol25; level of theory: wB97M-V/def2-TZVPD.

For the LUMO energy, the calculation gives 0.060 Eh. As for the charge: -1.

Atoms and positions in Å:
O1 -0.8487 -4.5886 -0.4321
N1 -1.3836 -3.6032 -0.1397
O2 -1.8293 -3.6469 1.2372
C1 -3.2404 -3.5060 1.2163
S1 -3.7006 -2.5853 2.7079
O3 -2.8527 -3.0714 3.7693
O4 -3.5696 -1.1882 2.3451
N2 -5.2135 -2.9632 3.0303
S2 -6.2192 -3.5044 1.9419
O5 -6.1307 -2.7949 0.6702
O6 -6.2351 -4.9521 1.8484
C2 -7.7543 -3.0096 2.6847
C3 -7.8959 -1.4854 2.6747
C4 -8.3917 -0.9500 1.3191
C5 -7.5171 0.0061 0.5308
O7 -7.7814 0.3250 -0.5866
O8 -6.3731 0.4573 1.1289
H1 -3.5492 -2.8884 0.3663
H2 -3.7458 -4.4756 1.1868
H3 -7.7136 -3.3931 3.7071
H4 -8.5562 -3.5081 2.1346
H5 -6.9176 -1.0628 2.9200
H6 -8.5860 -1.1844 3.4690
H7 -8.4989 -1.7898 0.6239
H8 -9.3827 -0.4929 1.4032
H9 -6.5783 1.0507 1.8635
O9 -0.2961 -0.2362 -0.2831
S3 0.6011 0.7581 0.2196
O10 1.3910 1.5254 -0.6992
O11 1.5709 0.0844 1.2834
C6 2.2484 -1.1278 0.8758
C7 3.4211 -0.8642 -0.0453
C8 -0.2761 1.7951 1.3304
H10 1.5187 -1.8009 0.4237
H11 2.5752 -1.5735 1.8130
H12 3.0945 -0.4868 -1.0127
H13 3.9695 -1.7934 -0.2058
H14 4.0957 -0.1261 0.3885
H15 -0.8204 1.1456 2.0120
H16 -0.9718 2.3872 0.7399
H17 0.4117 2.4413 1.8690
O12 -1.9656 1.9795 4.7040
S4 -3.3208 2.3946 4.4860
O13 -3.6372 3.1268 3.2957
O14 -3.7893 3.2472 5.7535
C9 -2.9248 4.3247 6.1706
C10 -3.0484 5.5511 5.2910
C11 -4.4132 1.0395 4.6682
H18 -1.8983 3.9571 6.2102
H19 -3.2422 4.5415 7.1891
H20 -2.6661 5.3624 4.2895
H21 -2.4800 6.3715 5.7321
H22 -4.0920 5.8522 5.2002
H23 -4.1734 0.5191 5.5913
H24 -4.2506 0.3828 3.8096
H25 -5.4324 1.4192 4.6773
O15 -6.8444 -4.0608 -4.4794
S5 -5.6302 -3.3039 -4.3784
O16 -4.9945 -2.8730 -5.5894
O17 -4.5937 -4.1190 -3.4955
C12 -4.3531 -5.5013 -3.8333
C13 -3.4406 -5.6580 -5.0311
C14 -5.8225 -1.9498 -3.2840
H26 -5.3120 -5.9994 -3.9828
H27 -3.8966 -5.9158 -2.9368
H28 -3.9182 -5.3080 -5.9449
H29 -3.1832 -6.7112 -5.1528
H30 -2.5248 -5.0846 -4.8881
H31 -6.2718 -2.3056 -2.3592
H32 -6.4690 -1.2241 -3.7721
H33 -4.8420 -1.5199 -3.0970
O18 6.0643 1.2627 -4.8415
S6 6.0923 2.1780 -3.7382
O19 5.8955 1.6750 -2.4127
O20 5.0749 3.3571 -4.0271
C15 3.7103 2.9980 -4.3833
C16 2.8821 2.5907 -3.1874
C17 7.5666 3.1297 -3.7780
H34 3.7450 2.2186 -5.1454
H35 3.3184 3.9014 -4.8465
H36 3.2229 1.6526 -2.7557
H37 1.8413 2.4650 -3.4845
H38 2.9314 3.3482 -2.4063
H39 7.7045 3.5311 -4.7780
H40 8.3815 2.4604 -3.5125
H41 7.4879 3.9233 -3.0404
O21 10.0832 2.6779 -1.6497
S7 10.8504 2.5844 -0.4429
O22 11.7551 3.6422 -0.1120
O23 11.6223 1.1986 -0.4404
C18 12.4017 0.8676 -1.6165
C19 13.7202 1.6078 -1.6707
C20 9.7887 2.2615 0.9174
H42 11.7942 1.0523 -2.5029
H43 12.5562 -0.2060 -1.5352
H44 13.5731 2.6756 -1.8231
H45 14.3170 1.2181 -2.4961
H46 14.2727 1.4734 -0.7410
H47 9.1251 1.4419 0.6564
H48 9.2217 3.1734 1.0911
H49 10.3985 2.0207 1.7838

=====

2.
A molecular structure, C20H50AlNO2P2Si4Te in a non-equilibrium geometry. Source: OMol25; level of theory: wB97M-V/def2-TZVPD.

For the LUMO energy, the calculation gives -0.223 Eh. The energy relative to the best compared isomer or geometry (same formula, charge and spin) comes out at 0.0 kcal/mol. As for the charge: +2.

Atoms and positions in Å:
Al1 -1.4965 1.2132 -1.9621
P1 0.4584 2.6910 -2.0039
C1 0.3792 2.9945 -3.8247
C2 -0.4633 1.9824 -4.5678
N1 -1.1632 1.0363 -3.8755
C3 -1.6487 -0.0628 -4.5189
C4 -1.5693 -0.1498 -5.8969
C5 -0.9568 0.8716 -6.6243
C6 -0.4065 1.9619 -5.9494
C7 -2.2929 -1.2053 -3.7471
P2 -2.8101 -0.7859 -2.0325
H1 0.1215 2.7823 -6.4511
H2 -1.8913 -1.0737 -6.3740
H3 -0.8108 0.7833 -7.6943
H4 -3.1863 -1.5622 -4.2761
H5 -1.6111 -2.0678 -3.6666
H6 0.0916 4.0053 -4.1036
H7 1.4241 2.9183 -4.1916
H8 -3.5593 5.0788 -2.5678
O1 -3.1228 5.8238 -2.9951
H9 -2.9723 5.5008 -3.9134
H10 -1.1346 1.1083 0.5851
O2 -2.7216 2.2923 -1.3330
H11 -3.0319 2.3400 -0.4131
C8 -4.5590 -0.3285 -2.2359
H12 -5.0938 -1.1380 -2.7517
H13 -4.9921 -0.1642 -1.2391
H14 -4.6461 0.5992 -2.8154
C9 -2.8264 -2.3147 -1.0724
H15 -3.0266 -2.0815 -0.0178
H16 -3.6177 -2.9807 -1.4402
H17 -1.8647 -2.8336 -1.1533
C10 2.2077 2.1471 -2.1386
H18 2.7669 3.0070 -2.5412
H19 2.6599 1.8474 -1.1860
H20 2.2548 1.3262 -2.8705
C11 0.4687 4.2915 -1.1065
H21 0.7602 4.1182 -0.0508
H22 1.2011 4.9650 -1.5805
H23 -0.5383 4.7466 -1.1727
C12 2.7851 1.9157 2.4415
Si1 1.7216 0.7924 3.5151
C13 2.7214 0.1492 4.9765
C14 0.1944 1.7131 4.1175
Si2 0.9862 -1.0204 2.2402
Te1 0.0455 0.0408 -0.0189
Si3 2.7583 -2.3906 1.5822
C15 3.3785 -3.3495 3.0794
C16 2.1341 -3.5715 0.2576
C17 4.1234 -1.2976 0.8886
Si4 -0.6887 -2.2420 3.3173
C18 -0.1027 -2.6283 5.0673
C19 -2.2596 -1.2063 3.3634
C20 -0.9890 -3.8383 2.3639
H24 3.0821 2.7870 3.0436
H25 2.2407 2.2872 1.5630
H26 3.7015 1.4241 2.0916
H27 3.0401 1.0142 5.5768
H28 2.1425 -0.5168 5.6287
H29 3.6243 -0.3883 4.6596
H30 -0.4332 2.0540 3.2838
H31 -0.4251 1.1082 4.7920
H32 0.5243 2.6006 4.6766
H33 2.6023 -3.9878 3.5212
H34 4.1986 -4.0003 2.7412
H35 3.7684 -2.6944 3.8690
H36 1.7246 -3.0313 -0.6060
H37 2.9891 -4.1694 -0.0900
H38 1.3657 -4.2624 0.6252
H39 3.7715 -0.6809 0.0505
H40 4.5622 -0.6356 1.6458
H41 4.9229 -1.9541 0.5157
H42 0.0740 -1.7223 5.6610
H43 -0.8902 -3.2077 5.5722
H44 0.8176 -3.2267 5.0818
H45 -2.5949 -0.9226 2.3575
H46 -3.0589 -1.8019 3.8286
H47 -2.1397 -0.2885 3.9533
H48 -1.3022 -3.6530 1.3277
H49 -0.1024 -4.4851 2.3442
H50 -1.7939 -4.3962 2.8643

=====

3.
A molecular structure, C20H50CeNO2P2Si4 in a non-equilibrium geometry. Source: OMol25; level of theory: wB97M-V/def2-TZVPD.

Its spin multiplicity is 2. For the LUMO energy (spin up / spin down), the calculation gives -0.232 / -0.228 Eh. The energy relative to the best compared isomer or geometry (same formula, charge and spin) comes out at 0.0 kcal/mol. As for the charge: +2.

Atoms and positions in Å:
Ce1 -1.3595 0.0646 -0.1054
P1 -1.1413 2.7971 -0.8250
C1 -2.4802 2.7393 -2.1446
C2 -2.7783 1.4617 -2.9039
N1 -2.3370 0.2558 -2.4505
C3 -2.5179 -0.8378 -3.2342
C4 -3.1807 -0.7746 -4.4582
C5 -3.7080 0.4394 -4.8821
C6 -3.5330 1.5622 -4.0773
C7 -1.9717 -2.1879 -2.8039
P2 -1.6846 -2.5648 -1.0194
H1 -3.8694 2.5488 -4.4105
H2 -3.2915 -1.6908 -5.0408
H3 -4.2116 0.5127 -5.8464
H4 -2.6440 -2.9756 -3.1748
H5 -0.9975 -2.3267 -3.2974
H6 -3.3892 3.2153 -1.7701
H7 -2.0767 3.4507 -2.8937
H8 -5.1858 1.5666 0.4647
O1 -5.7694 2.3113 0.6385
H9 -6.2565 2.3530 -0.2034
H10 -0.1717 -0.0586 1.6995
O2 -2.2658 -0.5765 1.6608
H11 -3.1633 -0.4830 2.0032
C8 -3.3822 -3.0669 -0.5173
H12 -3.6473 -4.0038 -1.0265
H13 -3.4263 -3.2173 0.5709
H14 -4.1259 -2.3019 -0.7790
C9 -0.7863 -4.1369 -0.9542
H15 -0.5631 -4.3825 0.0942
H16 -1.4001 -4.9326 -1.3959
H17 0.1643 -4.0615 -1.4972
C10 -0.0502 3.8904 -1.8352
H18 -0.5199 4.8851 -1.9195
H19 0.9528 3.9559 -1.3925
H20 0.0287 3.4622 -2.8462
C11 -1.8329 4.0084 0.3773
H21 -1.1580 4.0414 1.2470
H22 -1.9239 5.0096 -0.0689
H23 -2.8252 3.6896 0.7302
C12 2.0494 3.2056 1.4198
Si1 2.0261 1.6182 2.4279
C13 3.7164 1.4042 3.2260
C14 0.6792 1.7139 3.7466
Si2 1.3463 -0.2106 1.1786
Si3 2.8751 -0.3839 -0.5665
C15 4.5860 -0.6825 0.2118
C16 2.5171 -1.8370 -1.7104
C17 2.9813 1.1796 -1.6072
Si4 1.5735 -2.1559 2.4152
C18 2.7419 -1.9290 3.8704
C19 -0.1700 -2.5272 3.0300
C20 2.2054 -3.6098 1.3994
H24 2.3184 4.0294 2.0998
H25 1.0753 3.4443 0.9752
H26 2.7974 3.1773 0.6182
H27 3.9064 2.3036 3.8310
H28 3.7842 0.5381 3.8931
H29 4.5249 1.3298 2.4896
H30 -0.3019 1.9132 3.2928
H31 0.6046 0.7950 4.3461
H32 0.9358 2.5494 4.4152
H33 4.6135 -1.5464 0.8894
H34 5.3068 -0.8859 -0.5949
H35 4.9621 0.1904 0.7597
H36 1.5104 -1.7741 -2.1444
H37 3.2368 -1.8110 -2.5430
H38 2.6249 -2.8111 -1.2186
H39 2.0124 1.4356 -2.0556
H40 3.3485 2.0455 -1.0440
H41 3.6901 1.0041 -2.4313
H42 2.4198 -1.1313 4.5508
H43 2.7636 -2.8685 4.4440
H44 3.7677 -1.7099 3.5473
H45 -0.8698 -2.7651 2.2181
H46 -0.1038 -3.3985 3.6977
H47 -0.5945 -1.6851 3.5925
H48 1.5149 -3.8966 0.5977
H49 3.1885 -3.4229 0.9499
H50 2.3152 -4.4759 2.0700

=====

4.
4 unconnected molecules or ions with the total composition C20H50ClN3O4 in a non-equilibrium geometry. Source: OMol25; level of theory: wB97M-V/def2-TZVPD.

For the LUMO energy, the calculation gives -0.154 Eh. As for the charge: +2.

Atoms and positions in Å:
C1 1.4714 2.2679 3.3244
O1 0.2979 1.8064 4.1278
C2 -0.8618 2.4561 3.6581
C3 -1.9754 1.4159 3.9531
N1 -1.6480 0.1178 3.3171
H1 -1.3325 0.3057 2.3644
H2 -0.7981 -0.1969 3.7904
C4 -2.7500 -0.9143 3.3657
C5 -2.2106 -2.2330 2.7559
O2 -0.9268 -2.3736 3.3434
C6 -0.8492 -3.3799 4.2883
H3 1.6073 3.3127 3.5087
H4 1.2858 2.2518 2.2212
H5 2.3076 1.6033 3.5065
H6 -0.8141 2.6689 2.5926
H7 -1.1155 3.4098 4.1417
H8 -2.9125 1.6510 3.4790
H9 -2.1360 1.2832 4.9773
H10 -3.5340 -0.5821 2.6527
H11 -3.0263 -1.0389 4.3944
H12 -2.0750 -2.0179 1.6830
H13 -2.7717 -3.0953 3.1472
H14 -1.6200 -4.1798 4.2636
H15 -1.0300 -2.9794 5.2536
H16 0.1740 -3.7284 4.3365
C7 -3.1136 -1.2886 -3.6378
O3 -2.8122 0.1437 -3.5119
C8 -3.8417 0.7564 -2.7514
C9 -3.2496 2.1136 -2.5295
N2 -1.8982 2.0034 -1.9536
H17 -1.8692 1.3068 -1.1707
H18 -1.2333 1.6620 -2.6612
C10 -1.2862 3.2662 -1.4697
C11 -0.8271 4.1946 -2.6389
O4 -0.3877 3.4559 -3.7511
C12 0.2180 4.2824 -4.7295
H19 -3.1326 -1.7510 -2.6807
H20 -2.3247 -1.7352 -4.2143
H21 -4.0820 -1.4813 -4.0601
H22 -3.8846 0.1441 -1.8304
H23 -4.8508 0.8689 -3.2467
H24 -3.8406 2.6214 -1.7678
H25 -3.1077 2.7558 -3.3648
H26 -0.4419 3.0029 -0.7937
H27 -2.0368 3.7824 -0.9065
H28 -0.0156 4.8348 -2.2795
H29 -1.6230 4.8442 -3.0059
H30 0.9741 4.8580 -4.2205
H31 -0.4917 5.0410 -5.1995
H32 0.6131 3.7105 -5.5698
C13 3.8625 1.3794 -0.7838
C14 3.7191 0.0464 -0.1727
C15 2.5863 -0.7777 -0.8050
N3 2.4866 -2.2582 -0.2655
C16 2.0997 -2.3314 1.1623
C17 3.7642 -3.0593 -0.5408
C18 3.2614 -4.4522 -1.0522
C19 2.0332 -4.0653 -1.8997
C20 1.4245 -2.9620 -1.0180
H33 2.9232 1.9538 -0.7186
H34 4.1525 1.3255 -1.8148
H35 4.6379 1.9690 -0.2745
H36 3.4908 0.2094 0.9111
H37 4.6575 -0.4786 -0.2929
H38 2.7856 -0.9691 -1.8488
H39 1.5857 -0.3486 -0.7144
H40 1.8415 -3.3659 1.5008
H41 1.2709 -1.6352 1.3505
H42 2.9209 -1.9462 1.7324
H43 4.3158 -3.1183 0.4554
H44 4.3312 -2.6218 -1.3245
H45 3.0372 -5.0631 -0.2239
H46 3.9884 -4.9082 -1.7270
H47 1.2362 -4.8067 -1.8868
H48 2.2401 -3.7451 -2.8925
H49 0.7680 -3.3306 -0.2699
H50 0.8684 -2.2938 -1.6618
Cl1 -0.5000 0.4298 0.5743

=====

5.
A molecular structure, C20H50CuN2O4Si2 in a non-equilibrium geometry. Source: OMol25; level of theory: wB97M-V/def2-TZVPD.

Its spin multiplicity is 2. For the LUMO energy (spin up / spin down), the calculation gives 0.014 / -0.049 Eh. The energy relative to the best compared isomer or geometry (same formula, charge and spin) comes out at 0.0 kcal/mol. As for the charge: 0.

Atoms and positions in Å:
O1 -0.7902 -1.5998 -1.2736
O2 0.7539 1.3793 -4.5183
C1 -0.1889 -2.8192 -1.7749
C2 -1.0761 -4.0118 -1.5136
H1 0.7417 -2.9015 -1.1941
H2 0.0583 -2.7360 -2.8466
H3 -1.2278 -4.1367 -0.4427
H4 -0.5885 -4.9076 -1.8944
H5 -2.0461 -3.9045 -2.0140
C3 -1.7513 -0.9104 -2.0700
C4 -1.7116 -1.1606 -3.5572
H6 -1.5416 0.1532 -1.8581
H7 -2.7479 -1.1484 -1.6623
H8 -0.8428 -0.6722 -4.0150
H9 -2.5969 -0.7085 -4.0045
H10 -1.7219 -2.2256 -3.8065
C5 0.3680 2.4107 -3.6165
C6 2.1296 1.0531 -4.4357
C7 -1.0502 2.8471 -3.9346
H11 1.0521 3.2708 -3.7335
H12 0.4263 2.0847 -2.5537
H13 -1.1638 3.0577 -5.0028
H14 -1.2949 3.7555 -3.3757
H15 -1.7668 2.0680 -3.6543
C8 2.6438 0.5062 -5.7583
H16 2.2979 0.2925 -3.6466
H17 2.7170 1.9503 -4.1750
H18 2.0493 -0.3434 -6.1159
H19 3.6721 0.1762 -5.6159
H20 2.6432 1.2821 -6.5331
H21 1.2895 -0.1648 0.6003
Cu1 -0.6169 -0.5343 1.6496
C9 1.8660 -0.3362 -0.3390
Si1 3.1722 0.5161 0.6568
H22 1.9751 -1.3974 -0.5904
H23 1.4602 0.1302 -1.2491
C10 4.5818 -0.2853 -0.2205
C11 3.2724 0.1874 2.5033
C12 2.8520 2.3204 0.3373
C13 -2.1433 -1.6670 1.4745
Si2 -3.2673 -0.1571 1.4133
H24 -1.9805 -2.1840 2.4402
H25 -2.0108 -2.3526 0.6292
C14 -4.7657 -0.8844 0.5433
C15 -2.7908 1.4107 0.4794
C16 -3.6606 0.3281 3.1788
H26 2.4958 2.4595 -0.6963
H27 3.8466 2.7709 0.4656
H28 2.1147 2.7663 1.0280
H29 4.4912 -1.3788 -0.1318
H30 5.4621 0.1148 0.2915
H31 4.5062 0.0224 -1.2735
H32 2.6362 -0.6185 2.9260
H33 3.0680 1.1058 3.0813
H34 4.3277 -0.0985 2.6628
H35 -3.2374 1.4237 -0.5230
H36 -1.7122 1.5777 0.3750
H37 -3.1796 2.2782 1.0312
H38 -4.3922 1.1482 3.1858
H39 -2.7739 0.6536 3.7418
H40 -4.0989 -0.5366 3.6968
H41 -5.6631 -0.3431 0.8508
H42 -4.8690 -1.9348 0.8281
H43 -4.6712 -0.8223 -0.5430
C17 0.5641 -0.8503 5.6768
C18 0.3932 -0.4215 4.2735
N1 0.5476 -1.2702 3.2536
O3 0.7650 -2.5754 3.7501
C19 0.1295 0.9239 3.8637
C20 0.0052 2.0928 4.7583
N2 -0.0569 1.0722 2.5323
O4 -0.0253 2.2203 1.9753
H44 0.5124 -1.9427 5.7398
H45 -0.2121 -0.4036 6.3100
H46 1.5433 -0.5227 6.0540
H47 0.9073 -3.1566 2.9651
H48 0.5413 2.9474 4.3180
H49 -1.0551 2.3924 4.8676
H50 0.4109 1.8745 5.7549